i) CH2BrO2S as an isolated structure. Source: OMol25; level of theory: ωB97M-V with the def2-TZVPD basis set.

```
7
Properties=species:S:1:pos:R:3:nbo_charge:R:1
C 0.496 -0.589 -0.759 -0.72
O 2.126 0.396 -2.815 -0.98
O 3.176 0.255 -0.596 -0.99
S 2.205 -0.321 -1.560 1.64
Br -0.507 -1.550 -2.025 -0.03
H 0.727 -1.082 0.164 0.17
H -1.635 0.806 -0.492 -0.08
```

Properties
HOMO (spin up / spin down)	-3.8297 / -3.2603	eV
net charge	-1
frontier orbital gap (spin up / spin down)	7.2 / 6.3	eV


ii) A 2-piece molecular cluster, CH2BrO2S overall. Source: OMol25; level of theory: ωB97M-V with the def2-TZVPD basis set.

```
7
Properties=species:S:1:pos:R:3:nbo_charge:R:1
C 0.871 -0.082 0.178 -0.52
O 2.809 1.117 -1.184 -1.02
O 1.983 2.377 0.689 -1.03
S 2.455 1.076 0.219 1.56
Br 1.581 -1.847 0.118 -0.06
H 0.150 -0.138 0.886 0.13
H -0.241 -0.419 -1.513 -0.08
```

Properties
HOMO (spin up / spin down)	-3.9472 / -3.8528	eV
net charge	-1
frontier orbital gap (spin up / spin down)	7.3 / 7.2	eV


Quick one: least stable of them? i)